1.
This record from OMol25 describes a molecular structure, C2H2Br3I in a non-equilibrium geometry. The level of theory is ωB97M-V/def2-TZVPD.

Atoms and positions in Å:
C: -1.64 -0.25 -0.60
C: 2.01 0.21 0.78
Br: -2.24 -1.87 0.09
Br: -2.47 1.36 -0.29
Br: 0.36 0.92 0.62
I: 3.29 0.11 -0.82
H: -1.65 -0.37 -1.64
H: 2.35 -0.11 1.85

The calculation puts the energy above the lowest of the compared OMol25 structures with the same formula, charge and spin at 363.2 kJ/mol. For the energy, the calculation gives -8096.97778 Ha. The calculation puts the LUMO energy (spin up / spin down) at -0.5 / -0.7 eV. Its charge is 0. The HOMO-LUMO gap (spin up / spin down) is 7.867 / 7.303 eV. As for the HOMO energy (spin up / spin down): -8.4 / -8.0 eV.

Mulliken atomic charge list, values in e, 6 entries:
1. C -0.3637
2. C -0.5030
3. Br -0.0384
4. Br -0.0774
5. Br 0.1509
6. I 0.1181

=====

2.
This record from OMol25 describes a molecular structure, C2H2Br3I in a non-equilibrium geometry. The level of theory is ωB97M-V/def2-TZVPD.

Atoms and positions in Å:
C: 0.85 1.72 -0.66
C: -1.06 -1.50 0.47
Br: 1.18 2.28 1.12
Br: 2.00 2.15 -2.08
Br: 0.44 -2.43 -0.09
I: -1.91 -1.94 2.38
H: 0.30 0.72 -0.87
H: -1.80 -0.99 -0.27

The calculation puts the energy above the lowest of the compared OMol25 structures with the same formula, charge and spin at 332.5 kJ/mol. For the energy, the calculation gives -8096.98948 Ha. The calculation puts the LUMO energy (spin up / spin down) at -0.6 / -0.8 eV. Its charge is 0. The HOMO-LUMO gap (spin up / spin down) is 7.935 / 7.608 eV. As for the HOMO energy (spin up / spin down): -8.5 / -8.4 eV.

Mulliken atomic charge list, values in e, 6 entries:
1. C -0.1535
2. C -0.4819
3. Br -0.0246
4. Br -0.0532
5. Br -0.0032
6. I 0.0830

=====

3.
This record from OMol25 describes a molecular structure, C2H2Br6N in a non-equilibrium geometry. The level of theory is ωB97M-V/def2-TZVPD.

Atoms and positions in Å:
C: 1.36 0.07 -0.20
C: -1.33 -0.12 -0.22
N: -0.01 0.04 0.49
Br: 1.78 -1.66 -1.01
Br: 2.58 0.68 1.66
Br: 1.48 1.50 -1.45
Br: -1.83 -2.07 -0.03
Br: -1.45 0.32 -2.21
Br: -2.56 0.93 0.79
H: -0.08 -0.75 1.16
H: 0.06 1.07 1.01

The calculation puts the energy above the lowest of the compared OMol25 structures with the same formula, charge and spin at 0.0 kJ/mol. For the energy, the calculation gives -15575.87019 Ha. The calculation puts the LUMO energy at -6.0 eV. Its charge is +1. The HOMO-LUMO gap is 8.204 eV. As for the HOMO energy: -14.2 eV.

Mulliken atomic charge list, values in e, 6 entries:
1. C -0.0485
2. C -0.0500
3. N -0.3810
4. Br 0.1305
5. Br 0.0061
6. Br 0.1800